8 unconnected molecules or ions with the total composition C20H56O8. Source: the Open Molecules 2025 dataset; level of theory: wB97M-V/def2-TZVPD.

Structure (ORCA input):
```
! wB97M-V def2-TZVPD RIJCOSX def2/J DEFGRID3
* xyz 0 1
C -0.41 2.72 -2.36
C -1.30 3.38 -1.31
C -2.27 2.40 -0.63
O -0.38 3.84 -0.35
H 0.38 2.02 -2.11
H 0.09 3.51 -2.92
H -1.04 2.21 -3.09
H -1.72 4.31 -1.67
H -1.78 1.61 -0.06
H -2.90 1.94 -1.40
H -3.06 2.81 -0.01
H -0.82 4.52 0.16
C 0.12 3.21 5.22
C 0.29 2.37 4.02
C -0.86 2.48 2.99
O 1.46 2.71 3.30
H 1.05 3.22 5.78
H -0.63 3.07 6.00
H 0.05 4.25 4.90
H 0.41 1.32 4.28
H -1.85 2.25 3.40
H -0.71 1.89 2.09
H -0.95 3.54 2.73
H 1.42 2.31 2.43
C 2.47 -1.43 2.38
C 1.86 -2.85 2.02
C 2.20 -3.89 3.04
O 0.43 -2.71 1.97
H 3.52 -1.25 2.15
H 2.33 -1.23 3.44
H 1.98 -0.56 1.93
H 2.22 -3.11 1.03
H 2.13 -4.90 2.63
H 1.66 -3.79 3.98
H 3.26 -3.82 3.29
H 0.23 -1.84 1.61
C 2.99 3.87 0.67
C 2.67 2.46 0.18
C 3.76 1.49 0.69
O 1.36 2.04 0.70
H 2.20 4.52 0.28
H 3.86 4.29 0.17
H 3.13 4.00 1.74
H 2.75 2.49 -0.91
H 4.74 1.84 0.37
H 3.58 0.50 0.25
H 3.76 1.37 1.78
H 0.71 2.59 0.27
C 0.81 -2.65 -4.29
C 1.37 -1.66 -5.35
C 0.69 -0.29 -5.21
O 2.75 -1.44 -5.19
H 1.16 -3.66 -4.50
H -0.27 -2.66 -4.38
H 1.04 -2.38 -3.26
H 1.23 -2.05 -6.35
H 0.69 -0.02 -4.15
H -0.35 -0.31 -5.55
H 1.26 0.55 -5.60
H 3.21 -2.27 -5.32
C -6.49 -1.28 0.53
C -5.14 -0.73 -0.02
C -3.98 -0.73 1.02
O -4.78 -1.48 -1.15
H -6.41 -2.36 0.69
H -7.32 -1.14 -0.17
H -6.68 -0.87 1.52
H -5.37 0.29 -0.33
H -3.03 -0.53 0.53
H -3.93 -1.75 1.42
H -4.06 -0.04 1.86
H -4.23 -0.94 -1.72
C -0.02 -0.79 -0.86
O -0.15 -0.47 0.50
H -0.74 -0.22 -1.45
H 1.00 -0.55 -1.16
H -0.17 -1.85 -1.08
H 0.51 0.20 0.72
C 0.46 -5.32 -1.30
O 0.79 -6.30 -2.27
H -0.58 -5.44 -0.98
H 1.24 -5.33 -0.54
H 0.48 -4.32 -1.74
H 0.61 -7.17 -1.90
*
```

calculated total energy = -38026.2767 eV
orbital gap = 9.86 eV
M = 424.7 g mol⁻¹
structure (SMILES) = CC(C)O.CC(C)O.CC(C)O.CC(C)O.CC(C)O.CC(C)O.CO.CO

***

A molecular structure, C34H24Cl4N6O2S3V. Source: the Open Molecules 2025 dataset; level of theory: wB97M-V/def2-TZVPD.

Structure (ORCA input):
```
! wB97M-V def2-TZVPD RIJCOSX def2/J DEFGRID3
* xyz -2 4
V -0.63 -0.28 -0.12
C 3.31 -0.17 -0.78
N 2.61 0.79 0.07
C 2.23 1.94 -0.75
C 1.19 2.85 -0.12
N -0.20 2.50 -0.47
C -0.50 2.92 -1.84
C -1.09 3.23 0.42
C -1.03 4.62 0.44
C -1.84 5.37 1.27
C -2.76 4.72 2.08
C -2.85 3.34 2.05
C -2.02 2.57 1.23
S -2.28 0.85 1.21
C 3.40 1.18 1.22
C 4.75 1.48 1.01
C 5.60 1.86 2.04
C 5.07 1.94 3.33
C 3.74 1.66 3.54
C 2.83 1.29 2.51
S 1.16 1.02 2.88
H 4.13 0.29 -1.37
H 2.61 -0.62 -1.48
H 3.73 -0.96 -0.16
H 1.87 1.54 -1.70
H 3.13 2.54 -0.96
H 1.39 3.88 -0.43
H 1.28 2.79 0.97
H -0.21 3.97 -2.01
H -1.57 2.82 -2.03
H 0.03 2.29 -2.54
H -0.30 5.12 -0.19
H -1.76 6.45 1.27
H -3.41 5.28 2.74
H -3.57 2.83 2.68
H 5.15 1.42 0.01
H 6.64 2.08 1.84
H 5.70 2.22 4.16
H 3.32 1.73 4.54
S -5.16 -6.04 1.54
N -5.21 -4.97 0.27
C -4.16 -4.15 0.44
C -3.80 -3.07 -0.42
C -4.49 -2.73 -1.59
C -4.06 -1.69 -2.37
C -2.91 -0.97 -1.98
N -2.24 -1.26 -0.89
C -2.65 -2.29 -0.09
C -1.90 -2.55 1.07
N -0.84 -1.72 1.33
C -0.06 -1.97 2.35
C -0.31 -3.04 3.23
C -1.39 -3.85 3.02
C -2.23 -3.63 1.91
C -3.38 -4.44 1.61
N -3.81 -5.47 2.32
H -5.36 -3.31 -1.86
H -4.57 -1.42 -3.28
H -2.52 -0.15 -2.57
H 0.76 -1.28 2.51
H 0.36 -3.19 4.08
H -1.62 -4.68 3.68
Cl 1.85 -1.57 -6.38
C 1.40 -1.78 -4.72
C 1.57 -3.01 -4.09
Cl 2.23 -4.35 -4.97
C 1.21 -3.18 -2.74
Cl 1.45 -4.68 -1.93
C 0.67 -2.12 -2.01
O 0.37 -2.14 -0.75
C 0.47 -0.88 -2.68
O -0.02 0.07 -1.90
C 0.86 -0.71 -3.99
Cl 0.62 0.84 -4.74
*
```

calculated total energy = -156971.6612 eV
orbital gap (alpha / beta) = 4.44 / 5.87 eV
M = 837.6 g mol⁻¹

***

A molecular structure, C4H6GaO2. Source: the Open Molecules 2025 dataset; level of theory: wB97M-V/def2-TZVPD.

Structure (ORCA input):
```
! wB97M-V def2-TZVPD RIJCOSX def2/J DEFGRID3
* xyz 2 2
C -0.64 -1.03 0.30
O -0.59 -2.25 -0.26
H -0.13 -1.04 1.27
H -0.11 -2.24 -1.09
C -1.92 -0.08 0.36
C -1.31 1.28 0.18
H -2.78 -0.30 -0.27
H -1.16 1.67 1.20
H -1.91 1.93 -0.48
C 0.02 1.02 -0.45
O 1.08 0.69 0.18
Ga 2.79 0.85 -0.10
H 0.05 0.98 -1.55
*
```

calculated total energy = -60691.5228 eV
orbital gap (alpha / beta) = 6.93 / 5.44 eV
M = 155.8 g mol⁻¹

***

C4H5Cl3 in the gas phase. Source: the Open Molecules 2025 dataset; level of theory: wB97M-V/def2-TZVPD.

Structure (ORCA input):
```
! wB97M-V def2-TZVPD RIJCOSX def2/J DEFGRID3
* xyz 0 1
C -0.29 1.46 0.03
C -0.75 0.20 0.14
C 0.01 -1.04 -0.26
C -2.35 0.04 0.10
Cl -3.31 1.51 0.42
Cl -2.74 -0.37 -1.60
Cl -2.83 -1.36 1.14
H -0.83 2.38 0.16
H 0.76 1.52 0.01
H 0.13 -1.61 0.69
H 1.05 -0.85 -0.62
H -0.47 -1.70 -0.93
*
```

calculated total energy = -41795.2359 eV
orbital gap = 10.69 eV
M = 159.4 g mol⁻¹
structure (SMILES) = C=C(C)C(Cl)(Cl)Cl

***

2 unconnected molecules or ions with the total composition CH5N2O. Source: the Open Molecules 2025 dataset; level of theory: wB97M-V/def2-TZVPD.

Structure (ORCA input):
```
! wB97M-V def2-TZVPD RIJCOSX def2/J DEFGRID3
* xyz 1 1
C 0.96 0.39 -0.49
N 1.78 -0.73 -0.21
N -0.50 0.31 0.03
O 1.98 0.48 0.44
H 0.89 0.79 -1.51
H 0.85 -1.78 0.91
H -0.88 1.27 -0.24
H -0.32 0.11 1.02
H -0.82 -0.47 -0.52
*
```

calculated total energy = -6132.0478 eV
orbital gap (alpha / beta) = 9.80 / 9.49 eV
M = 61.1 g mol⁻¹

***

C7H13N3 in the gas phase. Source: the Open Molecules 2025 dataset; level of theory: wB97M-V/def2-TZVPD.

Structure (ORCA input):
```
! wB97M-V def2-TZVPD RIJCOSX def2/J DEFGRID3
* xyz 0 1
H 2.27 2.24 0.04
N 2.53 1.24 -0.16
C 1.60 0.40 -0.10
C 2.06 -1.04 -0.26
C 1.23 -2.03 -0.02
C -0.28 -1.88 0.09
N -0.72 -0.69 -0.44
N -2.07 -0.78 -0.77
C -0.28 0.57 0.13
C -0.58 1.67 -0.83
C -0.59 0.99 1.62
H 3.07 -1.23 -0.59
H 1.56 -3.03 -0.07
H -0.69 -2.69 -0.64
H -0.68 -2.05 1.05
H -2.32 -0.37 -1.64
H -2.57 -0.30 -0.04
H -0.11 2.61 -0.79
H -1.60 1.73 -0.94
H -0.08 1.21 -1.77
H 0.37 1.16 2.23
H -1.16 0.21 2.08
H -0.95 2.04 1.80
*
```

calculated total energy = -11936.0921 eV
orbital gap = 9.23 eV
M = 139.2 g mol⁻¹
structure (SMILES) = [H]/N=C1/C=CCN(N)C1(C)C

***

6 unconnected molecules or ions with the total composition H12O6. Source: the Open Molecules 2025 dataset; level of theory: wB97M-V/def2-TZVPD.

Structure (ORCA input):
```
! wB97M-V def2-TZVPD RIJCOSX def2/J DEFGRID3
* xyz 0 1
O -3.73 -18.50 13.92
H -3.17 -17.84 13.52
H -4.32 -18.01 14.48
O -9.79 -18.77 13.05
H -8.89 -18.93 13.36
H -9.73 -17.92 12.61
O 0.84 -13.14 9.81
H 0.87 -12.18 9.90
H 0.49 -13.44 10.65
O -3.75 -24.01 13.58
H -3.46 -24.14 12.68
H -3.85 -23.06 13.66
O -6.69 -16.46 16.89
H -6.29 -16.33 17.75
H -7.36 -15.78 16.83
O -0.57 -13.56 14.58
H -0.46 -12.61 14.58
H -0.47 -13.81 15.50
*
```

calculated total energy = -12479.2924 eV
orbital gap = 11.75 eV
M = 108.1 g mol⁻¹
structure (SMILES) = O.O.O.O.O.O

***

A molecular structure, C20H21AsIN3OTc. Source: the Open Molecules 2025 dataset; level of theory: wB97M-V/def2-TZVPD.

Structure (ORCA input):
```
! wB97M-V def2-TZVPD RIJCOSX def2/J DEFGRID3
* xyz 2 2
Tc 0.55 2.51 -0.45
N 0.58 -7.68 -1.62
C 0.60 -6.54 -1.51
C 0.62 -5.12 -1.37
C 0.20 -4.54 -0.17
C 0.21 -3.16 -0.04
C 0.65 -2.37 -1.10
C 1.07 -2.95 -2.29
C 1.05 -4.33 -2.43
C 0.66 -0.89 -0.96
C 1.87 -0.25 -0.81
C 3.16 -0.84 -0.77
C 4.09 0.17 -0.70
C 3.36 1.37 -0.68
N 2.05 1.14 -0.73
C -0.59 -0.23 -1.05
C -1.83 -0.83 -1.33
C -2.77 0.19 -1.40
C -2.08 1.37 -1.17
N -0.77 1.14 -0.94
H -0.12 -5.17 0.65
H -0.11 -2.71 0.88
H 1.40 -2.34 -3.11
H 1.36 -4.80 -3.35
H 3.35 -1.90 -0.80
H 5.16 0.09 -0.66
H 3.75 2.37 -0.63
H -2.00 -1.88 -1.48
H -3.82 0.10 -1.62
H -2.45 2.39 -1.17
C -1.19 0.24 2.29
As -1.16 2.14 2.49
C -0.37 2.70 4.13
C -2.89 2.91 2.22
O -0.07 2.80 1.26
H -1.72 -0.18 3.14
H -0.16 -0.13 2.28
H -1.70 -0.02 1.37
H -0.98 2.30 4.95
H -0.36 3.79 4.18
H 0.64 2.31 4.20
H -3.58 2.44 2.92
H -3.22 2.71 1.20
H -2.85 3.98 2.41
I 1.77 4.25 -2.19
C -0.16 4.22 -1.32
H -0.91 4.19 -2.11
H -0.25 5.05 -0.63
*
```

calculated total energy = -98719.4637 eV
orbital gap (alpha / beta) = 6.38 / 6.27 eV
M = 619.2 g mol⁻¹

***

A molecular structure, C10H15N3OPPr. Source: the Open Molecules 2025 dataset; level of theory: wB97M-V/def2-TZVPD.

Structure (ORCA input):
```
! wB97M-V def2-TZVPD RIJCOSX def2/J DEFGRID3
* xyz 0 3
C -0.64 -1.15 -3.35
C -0.89 -0.34 -4.37
C -0.68 1.07 -4.46
C -0.12 1.81 -3.38
C 0.23 1.29 -2.20
Pr -0.32 -0.49 -1.34
P -0.12 -2.81 -0.62
H -0.89 -2.19 -3.37
H -1.26 -0.82 -5.28
H -0.89 1.58 -5.39
H 0.80 1.81 -1.44
H 0.14 2.86 -3.57
H 1.11 -3.11 -0.03
H -0.15 -3.79 -1.61
H -0.94 -3.42 0.32
C 1.87 -0.90 4.00
N 0.99 -0.12 3.11
C 0.25 0.92 3.55
C -0.55 1.63 2.71
C -0.65 1.27 1.34
N 0.09 0.23 0.91
C 0.91 -0.47 1.77
O 1.63 -1.42 1.34
N -1.53 1.91 0.52
H 1.81 -0.51 5.04
H 2.92 -0.82 3.67
H 1.56 -1.95 4.01
H 0.31 1.19 4.61
H -1.16 2.45 3.09
H -2.14 2.67 0.86
H -1.70 1.61 -0.45
*
```

calculated total energy = -40479.0421 eV
orbital gap (alpha / beta) = 4.54 / 4.53 eV
M = 365.1 g mol⁻¹

***

C3H3Cl2N in the gas phase. Source: the Open Molecules 2025 dataset; level of theory: wB97M-V/def2-TZVPD.

Structure (ORCA input):
```
! wB97M-V def2-TZVPD RIJCOSX def2/J DEFGRID3
* xyz 0 1
H 0.62 0.27 2.86
N 0.55 0.51 1.92
C 0.08 -0.15 0.95
Cl -0.86 -1.62 1.15
C 0.25 0.23 -0.48
C -0.54 -0.06 -1.50
Cl 1.61 1.22 -0.69
H -0.32 0.30 -2.45
H -1.39 -0.71 -1.74
*
```

calculated total energy = -29693.1210 eV
orbital gap = 9.93 eV
M = 124.0 g mol⁻¹
structure (SMILES) = [H]/N=C(\Cl)C(=C)Cl

***

9 unconnected molecules or ions with the total composition C27H63Cl9O6. Source: the Open Molecules 2025 dataset; level of theory: wB97M-V/def2-TZVPD.

Structure (ORCA input):
```
! wB97M-V def2-TZVPD RIJCOSX def2/J DEFGRID3
* xyz -1 2
C -1.76 3.14 -4.13
Cl -2.85 3.85 -5.39
Cl -0.67 4.37 -3.52
Cl -0.89 1.82 -4.97
H -2.36 2.68 -3.35
C 2.89 -5.93 1.35
Cl 1.94 -4.60 2.18
Cl 2.06 -7.47 1.69
Cl 4.47 -5.90 2.16
H 2.77 -5.79 0.27
C -3.80 -1.13 -5.78
Cl -3.59 -0.15 -7.28
Cl -5.29 -2.12 -5.87
Cl -3.63 -0.20 -4.28
H -2.99 -1.84 -5.94
C 2.93 4.39 -4.54
C 3.91 3.75 -3.57
O 3.31 3.92 -2.26
C 2.68 2.72 -1.77
C 1.65 2.85 -0.59
H 2.79 5.45 -4.35
H 3.26 4.30 -5.57
H 1.97 3.88 -4.45
H 4.07 2.71 -3.86
H 4.82 4.34 -3.60
H 2.12 2.06 -2.43
H 3.49 2.07 -1.43
H 2.24 3.15 0.28
H 1.23 1.92 -0.20
H 0.85 3.59 -0.68
C -4.67 -4.33 1.21
C -3.40 -3.49 1.63
O -2.89 -3.69 2.92
C -3.67 -3.13 3.98
C -3.61 -1.59 4.10
H -4.74 -4.56 0.14
H -4.73 -5.30 1.70
H -5.60 -3.80 1.42
H -2.57 -3.80 0.99
H -3.51 -2.43 1.38
H -4.72 -3.40 3.88
H -3.30 -3.46 4.95
H -3.74 -1.12 3.13
H -2.57 -1.44 4.39
H -4.25 -1.08 4.82
C 1.16 -1.23 -3.75
C 0.96 -2.76 -3.69
O -0.29 -2.96 -2.97
C -0.27 -4.35 -2.54
C -1.60 -4.64 -1.96
H 1.17 -0.71 -2.80
H 2.13 -0.99 -4.20
H 0.42 -0.88 -4.47
H 0.89 -3.15 -4.71
H 1.74 -3.28 -3.14
H -0.25 -4.95 -3.45
H 0.54 -4.56 -1.84
H -2.08 -3.72 -1.65
H -1.63 -5.17 -1.00
H -2.16 -5.33 -2.58
C -2.52 1.39 2.75
C -3.88 2.04 2.70
O -4.14 3.21 3.53
C -3.84 4.46 2.97
C -4.88 5.38 3.60
H -2.20 0.95 3.70
H -2.52 0.69 1.91
H -1.79 2.12 2.39
H -4.34 2.15 1.72
H -4.44 1.20 3.11
H -2.83 4.63 3.34
H -3.97 4.44 1.89
H -4.88 5.22 4.67
H -5.85 5.05 3.23
H -4.69 6.45 3.51
C 7.34 3.65 1.87
C 6.70 2.40 2.43
O 6.58 1.43 1.39
C 6.07 0.11 1.74
C 4.58 0.10 2.24
H 8.38 3.54 1.56
H 6.84 3.88 0.93
H 7.36 4.52 2.53
H 7.33 1.95 3.20
H 5.75 2.60 2.91
H 6.05 -0.38 0.76
H 6.69 -0.57 2.31
H 4.49 0.43 3.27
H 4.22 -0.93 2.26
H 3.90 0.62 1.57
C 0.49 -0.57 2.84
C -0.04 -1.43 1.68
O -0.49 -0.46 0.75
C -0.87 -0.96 -0.54
C -1.26 0.30 -1.35
H 1.16 0.24 2.55
H -0.34 -0.17 3.41
H 1.08 -1.09 3.60
H 0.86 -1.94 1.32
H -0.84 -2.12 1.96
H -0.01 -1.53 -0.91
H -1.75 -1.60 -0.58
H -0.32 0.82 -1.57
H -1.78 1.04 -0.74
H -1.70 0.22 -2.35
*
```

calculated total energy = -154001.2728 eV
orbital gap (alpha / beta) = 1.61 / 8.34 eV
M = 802.9 g mol⁻¹

***

2 unconnected molecules or ions with the total composition C4H13NOS2. Source: the Open Molecules 2025 dataset; level of theory: wB97M-V/def2-TZVPD.

Structure (ORCA input):
```
! wB97M-V def2-TZVPD RIJCOSX def2/J DEFGRID3
* xyz 0 1
C 2.30 -2.01 -2.60
N 1.01 -1.60 -2.04
C 1.11 -1.04 -0.70
C 0.21 0.23 -0.53
C -1.00 0.05 0.34
S -1.26 1.02 1.82
S 0.41 0.97 2.83
H 3.01 -2.39 -1.86
H 2.70 -1.12 -3.10
H 2.15 -2.67 -3.46
H 0.27 -2.28 -2.09
H 2.11 -0.75 -0.37
H 0.89 -1.74 0.12
H 0.94 1.02 -0.28
H 0.08 0.58 -1.54
H -1.89 0.32 -0.26
H -1.17 -1.02 0.50
H 0.66 -0.27 3.33
O -1.49 0.83 -2.93
H -0.64 0.39 -3.07
H -1.97 0.55 -3.72
*
```

calculated total energy = -29565.6688 eV
orbital gap = 9.30 eV
M = 155.3 g mol⁻¹
structure (SMILES) = CNCCCSS.O

***

A molecular structure, C7H16IN3O. Source: the Open Molecules 2025 dataset; level of theory: wB97M-V/def2-TZVPD.

Structure (ORCA input):
```
! wB97M-V def2-TZVPD RIJCOSX def2/J DEFGRID3
* xyz 2 1
C -3.78 1.03 1.56
C 3.37 -0.06 0.42
C -3.79 0.66 0.39
C -5.04 -0.69 -1.06
C 3.75 1.37 0.07
C 1.52 -1.61 0.45
C -0.86 -0.62 0.35
N 2.27 -0.49 -0.05
N 2.95 1.63 -1.18
N 0.07 -1.70 -0.03
O -3.87 0.16 -0.74
I -0.34 1.30 -0.37
H -4.03 2.03 2.04
H -3.45 0.54 2.54
H 3.91 -0.53 1.12
H -5.36 -1.36 -0.28
H -4.83 -1.19 -1.90
H -5.87 0.07 -1.26
H 3.48 1.82 1.01
H 4.76 1.44 -0.22
H 2.10 -2.46 0.29
H 1.52 -1.61 1.49
H -0.80 -0.45 1.52
H 1.81 1.32 -0.96
H 3.11 1.19 -2.06
H 2.99 2.62 -1.34
H 0.08 -1.84 -1.01
H -0.24 -2.49 0.43
*
```

calculated total energy = -22113.3330 eV
orbital gap = 6.29 eV
M = 285.1 g mol⁻¹

***

A molecular structure, C3H7EuO3. Source: the Open Molecules 2025 dataset; level of theory: wB97M-V/def2-TZVPD.

Structure (ORCA input):
```
! wB97M-V def2-TZVPD RIJCOSX def2/J DEFGRID3
* xyz 1 8
O 0.41 2.04 0.16
C -0.63 1.39 -0.48
C -1.15 0.21 0.33
O -0.12 -0.74 0.68
C 0.82 -1.33 -0.41
Eu 2.22 1.13 0.56
H -0.36 1.05 -1.50
H -1.50 2.07 -0.62
H -1.92 -0.34 -0.22
H -1.55 0.55 1.30
H 0.60 -2.40 -0.28
H 0.35 -1.17 -1.38
O 1.88 -1.06 0.44
H 0.96 -1.40 1.43
*
```

calculated total energy = -28685.1974 eV
orbital gap (alpha / beta) = 7.64 / 8.97 eV
M = 243.1 g mol⁻¹